Entry from the Open Molecules 2025 dataset: a single C25H41Cl2F4N3O2P2S molecule (ωB97M-V/def2-TZVPD).

Structure (XYZ):
```
80
Properties=species:S:1:pos:R:3
C 5.2959 -1.8660 2.6368
C 4.2028 -2.8782 2.3100
C 3.3403 -2.4080 1.1057
C 1.8869 -2.7885 1.3543
C 0.7310 -2.5204 0.3599
C 0.6398 -1.4069 -0.7032
C -0.4937 -1.8615 -1.6873
C -0.2264 -2.9051 -2.7734
C -0.5921 -4.3393 -2.4087
O -1.9303 -4.4043 -1.9215
O 0.3612 -0.0464 -0.3523
C -0.4807 0.4701 0.6846
P 0.4859 0.1815 2.2965
S -0.3080 -0.9132 3.7046
P -2.1389 -0.4259 0.7677
C -3.2763 0.0011 2.1217
C -4.2680 -1.1772 2.2842
C -3.1546 -0.2932 -0.7762
C -4.5424 0.3536 -0.6565
C -0.4704 2.0440 0.2204
C -0.9651 3.0559 1.2781
Cl -1.5742 2.5194 2.8017
C -0.9991 4.3577 1.0324
C -0.6497 5.0241 -0.2624
Cl -1.5458 5.4820 2.2276
C 0.9952 2.4021 -0.0985
C 1.6392 2.1636 -1.3142
C 2.9733 2.5110 -1.5127
N 3.7251 3.0990 -0.5847
C 3.1249 3.3344 0.5751
C 1.7999 3.0148 0.8745
N -1.4168 2.0908 -0.8912
F -2.6489 2.5773 -0.4606
C -1.1433 2.5092 -2.2636
N -2.3845 2.8073 -2.9621
C 1.9167 -1.2472 -1.5447
F 2.5075 -2.4106 -1.7896
F 2.8231 -0.4551 -0.9626
F 1.6555 -0.6659 -2.7268
H 4.8612 -0.9503 3.0329
H 5.9018 -1.6254 1.7655
H 5.9645 -2.2517 3.4053
H 4.6573 -3.8423 2.1003
H 3.5549 -2.9418 3.1834
H 3.5119 -1.3404 1.0233
H 3.7646 -2.9012 0.2362
H 1.8892 -3.8639 1.5387
H 1.6177 -2.3783 2.3247
H 0.5777 -3.4345 -0.2057
H -0.1821 -2.4309 0.9479
H -1.2595 -2.2812 -1.0451
H -0.8723 -0.9550 -2.1425
H 0.7601 -2.9253 -3.2255
H -0.8966 -2.6636 -3.6003
H -0.5463 -4.9345 -3.3201
H 0.1063 -4.7724 -1.6933
H -1.9304 -4.8059 -1.0526
H 0.8147 1.4275 2.8255
H 1.7180 -0.2833 1.8227
H -3.8624 0.8932 1.9036
H -2.8100 0.1789 3.0773
H -4.2295 -1.8599 1.4380
H -4.0592 -1.7401 3.1872
H -5.2863 -0.7998 2.3285
H -2.6114 0.2243 -1.5568
H -3.2853 -1.3086 -1.1413
H -4.8628 0.6716 -1.6464
H -4.5633 1.2312 -0.0236
H -5.2733 -0.3727 -0.3115
H -0.6517 6.1004 -0.1364
H -1.4352 4.8131 -0.9858
H 0.3262 4.7480 -0.6479
H 1.1332 1.6631 -2.1162
H 3.4348 2.3007 -2.4661
H 3.7185 3.8257 1.3335
H 1.4258 3.2790 1.8488
H -0.4314 3.3317 -2.3508
H -0.7042 1.6605 -2.7864
H -2.2842 2.5344 -3.9268
H -2.5956 3.7934 -2.9245
```

E_HOMO	-7.608	eV
relative energy (zero: lowest compared OMol25 entry of this formula, charge and spin)	0.0	kJ/mol
SMILES	CCCCC[C@@](CCCO)(O[C@]([PH2]=S)(P(CC)CC)[C@@](/C(Cl)=C(\C)Cl)(c1ccncc1)N(F)CN)C(F)(F)F
E_tot	-100478.2697	eV
molar mass	656.53	g/mol

The molecule's Löwdin atomic charges, reported in e, are given here: -0.118, -0.251, -0.226, -0.205, -0.101, -0.317, -0.118, -0.154, -0.257, -0.060, -0.165, -0.578, 0.449, 0.190, 1.043, -0.482, -0.152, -0.380, -0.143, -0.309, -0.635, 0.767, -0.731, -0.081, 0.698, -0.158, -0.041, -0.121, 0.073, -0.127, -0.036, -0.069, -0.020, -0.245, 0.048, -0.570, 0.170, 0.150, 0.149, 0.070, 0.073, 0.067, 0.104, 0.102, 0.082, 0.106, 0.121, 0.030, 0.100, 0.078, 0.077, 0.106, 0.106, 0.121, 0.114, 0.109, 0.085, -0.048, -0.001, 0.047, -0.009, 0.050, 0.067, 0.069, 0.045, 0.066, 0.072, 0.049, 0.064, 0.068, 0.076, 0.082, 0.083, 0.112, 0.107, 0.102, 0.102, 0.115, 0.075, 0.070